Version a
{"formula": "C3H12N2O3", "method": "the ωB97M-V functional and the def2-TZVPD basis", "lumo_ha": 0.0110, "smiles": "CC(=O)NCN.O.O", "homo_ev": -9.769, "elements": ["C", "C", "O", "N", "C", "N", "H", "H", "H", "H", "H", "H", "H", "H", "O", "H", "H", "O", "H", "H"], "xyz": [[-0.24, -2.28, 1.69], [-0.60, -0.84, 1.33], [-1.10, -0.12, 2.17], [-0.32, -0.36, 0.06], [-0.77, 1.01, -0.27], [-0.79, 1.35, -1.68], [0.34, -2.88, 0.99], [0.38, -2.09, 2.60], [-1.16, -2.80, 1.96], [0.63, -0.56, -0.24], [-1.77, 1.13, 0.14], [-0.12, 1.73, 0.25], [-1.69, 1.08, -2.04], [0.03, 0.98, -2.13], [2.75, -2.39, -4.19], [1.99, -2.83, -3.82], [3.57, -2.43, -3.67], [-0.02, 4.27, 2.33], [-0.84, 4.55, 2.72], [-0.27, 3.48, 1.81]], "lowdin_charge": [-0.0057, -0.5431, 0.0511, 0.0451, -0.2830, 0.0181, 0.0706, 0.0940, 0.0835, 0.1280, 0.1173, 0.1072, 0.0664, 0.0631, -0.0589, 0.0213, 0.0372, -0.0615, 0.0283, 0.0208]}

***

Version b
{"formula": "C3H12N2O3", "method": "the ωB97M-V functional and the def2-TZVPD basis", "lumo_ha": -0.1322, "homo_ev": -7.652, "elements": ["C", "C", "C", "N", "O", "N", "H", "H", "H", "H", "H", "H", "H", "H", "H", "H", "O", "H", "H", "O"], "xyz": [[1.03, 2.44, 0.16], [1.40, 1.02, -0.05], [0.46, -0.09, 0.08], [-0.18, -0.67, -1.04], [-0.53, 0.28, 1.02], [0.61, 2.75, 1.57], [0.07, 2.56, -0.36], [1.79, 3.12, -0.21], [1.02, -0.90, 0.58], [2.42, 0.66, 0.11], [-0.18, -1.69, -1.14], [-0.02, -0.20, -1.93], [0.33, 1.87, 1.98], [1.30, 3.24, 2.12], [-1.36, 0.18, 0.54], [-2.54, -3.03, -2.18], [-2.35, -2.33, -1.55], [-1.71, -2.64, -0.58], [-0.74, -3.71, 0.65], [-0.82, -2.86, 0.22]], "lowdin_charge": [-0.2149, 0.1827, -0.5017, 0.1747, 0.0181, 0.0600, 0.1280, 0.1225, 0.1800, 0.1391, 0.0722, 0.1120, 0.0537, 0.0719, 0.1309, -0.0407, -0.2929, -0.0667, -0.0276, -0.3012]}

***

Version c
{"formula": "C3H12N2O3", "method": "the ωB97M-V functional and the def2-TZVPD basis", "lumo_ha": 0.0196, "smiles": "NCNCC=O.O.O", "homo_ev": -9.285, "elements": ["N", "C", "N", "C", "C", "O", "H", "H", "H", "H", "H", "H", "H", "H", "O", "H", "H", "O", "H", "H"], "xyz": [[-0.92, 0.92, -2.27], [0.17, 1.00, -1.30], [0.03, 0.15, -0.10], [0.86, -1.04, -0.18], [0.22, -2.40, 0.16], [0.69, -3.38, -0.37], [-0.96, -0.05, -2.55], [-1.76, 1.15, -1.75], [0.26, 2.05, -0.99], [1.08, 0.73, -1.82], [-0.95, 0.06, 0.12], [1.33, -1.25, -1.13], [1.65, -0.99, 0.58], [-0.69, -2.47, 0.78], [1.19, 1.85, 2.01], [0.78, 1.03, 1.69], [1.54, 2.14, 1.14], [-1.92, 1.43, 1.59], [-1.06, 1.89, 1.57], [-2.55, 2.05, 1.21]], "lowdin_charge": [0.0204, -0.3127, -0.0951, -0.1805, -0.2289, 0.0438, 0.0675, 0.0613, 0.1046, 0.1096, 0.0835, 0.1149, 0.1216, 0.1251, -0.0757, -0.0008, 0.0411, -0.0605, 0.0144, 0.0464]}

***

Out of the structures above, which one is the least stable? Solution: version b.